Molecular formula: C25H50Br22N2O4S
Method: DFT, the ωB97M-V functional and the def2-TZVPD basis

Geometry as XYZ:
```
104
Properties=species:S:1:pos:R:3:lowdin_charge:R:1
N 5.24 -0.58 1.83 -0.061
C 3.91 0.07 1.72 -0.289
C 3.08 -0.42 0.50 -0.254
O 2.82 -1.84 0.47 -0.420
S 1.49 -2.31 1.34 0.799
O 1.93 -3.45 2.10 -0.371
O 1.11 -1.13 2.48 -0.411
N -0.09 -0.45 2.10 -0.169
C 0.09 0.75 2.36 -0.341
O 0.43 1.86 2.27 0.004
H 5.13 -1.59 1.90 0.024
H 5.63 -0.24 2.71 -0.097
H 3.37 -0.07 2.68 -0.021
H 4.11 1.14 1.53 0.088
H 2.13 0.15 0.46 0.103
H 3.66 -0.14 -0.39 0.103
Br 0.65 -3.91 -1.04 0.669
C 1.23 -5.34 -2.22 -0.679
C 2.12 -6.32 -1.50 -0.685
Br 3.92 -5.60 -1.26 0.609
H 1.72 -4.88 -3.08 0.055
H 0.32 -5.83 -2.55 0.018
H 2.26 -7.23 -2.09 0.055
H 1.75 -6.58 -0.51 0.054
Br -1.78 -4.34 -4.31 0.622
C -3.18 -5.60 -3.82 -0.677
C -3.85 -5.19 -2.53 -0.696
Br -2.75 -5.61 -0.99 0.608
H -2.72 -6.58 -3.77 0.049
H -3.89 -5.57 -4.64 0.056
H -4.77 -5.76 -2.39 0.058
H -4.08 -4.13 -2.48 -0.023
Br 5.57 -2.29 -0.66 0.754
C 7.47 -2.26 -1.08 -0.661
C 7.94 -0.86 -1.35 -0.694
Br 7.40 -0.25 -3.12 0.594
H 7.62 -2.94 -1.91 0.049
H 7.96 -2.66 -0.19 0.059
H 9.03 -0.82 -1.35 0.055
H 7.56 -0.13 -0.64 0.047
Br -3.59 -1.39 -2.25 0.643
C -4.52 -0.99 -0.58 -0.727
C -3.66 -0.15 0.33 -0.668
Br -2.26 -1.20 1.20 0.801
H -4.80 -1.94 -0.14 -0.040
H -5.42 -0.45 -0.87 0.054
H -4.26 0.25 1.15 -0.050
H -3.16 0.67 -0.19 0.035
Br -6.65 -2.31 1.64 0.707
C -7.49 -1.36 3.12 -0.677
C -7.60 0.11 2.83 -0.671
Br -5.89 1.02 3.04 0.677
H -6.90 -1.58 4.01 0.057
H -8.47 -1.81 3.22 0.013
H -8.27 0.59 3.55 0.057
H -7.95 0.32 1.82 0.054
Br -3.33 4.03 -1.13 0.609
C -2.10 4.93 0.08 -0.687
C -0.68 4.80 -0.39 -0.658
Br 0.03 3.02 -0.03 0.773
H -2.26 4.50 1.07 0.051
H -2.41 5.97 0.08 0.057
H -0.03 5.48 0.16 0.061
H -0.57 4.98 -1.46 0.041
Br -10.78 -3.91 1.53 0.608
C -12.01 -4.04 3.04 -0.696
C -11.61 -3.10 4.15 -0.696
Br -10.08 -3.78 5.15 0.617
H -12.02 -5.08 3.35 0.051
H -12.98 -3.77 2.64 0.057
H -12.41 -3.01 4.88 0.057
H -11.34 -2.11 3.79 0.045
Br 0.67 3.71 -6.93 0.656
C 0.64 4.26 -5.06 -0.682
C 0.91 3.10 -4.14 -0.693
Br -0.64 1.95 -3.97 0.600
H -0.33 4.73 -4.89 0.051
H 1.42 5.01 -4.98 0.043
H 1.11 3.46 -3.13 0.035
H 1.73 2.48 -4.47 0.056
Br 2.51 0.39 4.78 0.814
C 3.80 -0.42 5.99 -0.618
C 4.95 0.51 6.26 -0.670
Br 6.19 0.56 4.76 0.718
H 4.10 -1.36 5.55 0.064
H 3.24 -0.61 6.91 0.061
H 5.54 0.15 7.10 0.065
H 4.64 1.53 6.45 -0.019
Br 5.09 3.93 2.42 0.626
C 3.84 3.85 3.91 -0.694
C 4.28 4.75 5.04 -0.665
Br 5.76 3.98 6.04 0.645
H 3.77 2.81 4.21 -0.026
H 2.89 4.18 3.51 0.061
H 3.48 4.88 5.76 0.060
H 4.61 5.73 4.69 0.050
Br 5.37 6.91 -9.96 0.598
C 3.96 5.62 -9.60 -0.697
C 3.22 5.96 -8.33 -0.710
Br 4.25 5.48 -6.76 0.599
H 4.42 4.64 -9.57 0.052
H 3.29 5.68 -10.46 0.058
H 2.30 5.38 -8.26 -0.034
H 2.98 7.02 -8.25 0.053
```

Results
* orbital gap: 8.3 eV
* energy: -58419.37289 Ha
* energy relative to the best compared isomer or geometry (same formula, charge and spin): 100.93 kJ/mol